No. 1
# C37H24N10Pd

A molecular structure, C37H24N10Pd (wB97M-V/def2-TZVPD, OMol25).

Summary:
Net charge: 0
Orbital gap in eV: 5.0
Total energy in Eh: -2099.97534

XYZ file:
```
72
Properties=species:S:1:pos:R:3:forces:R:3
Pd -0.0118 -0.0071 -0.6478 0.172 0.025 -0.071
C -0.7005 -6.5286 -0.5460 0.037 0.011 0.004
C 0.7004 -6.5264 -0.5969 -0.034 0.001 0.008
C 1.4153 -5.3415 -0.6395 -0.012 -0.012 0.062
C 0.6918 -4.1571 -0.6297 0.166 0.022 -0.108
C 1.1040 -2.7588 -0.7404 -0.019 -0.122 0.040
N 2.3470 -2.3743 -0.9493 -0.153 -0.069 -0.205
C 2.7069 -1.1125 -1.0876 0.126 0.095 0.435
C 3.9892 -0.6918 -1.6352 -0.019 -0.170 -0.052
C 5.0335 -1.4095 -2.2100 0.002 -0.009 0.096
C 6.0717 -0.6894 -2.7689 0.011 0.038 -0.002
C 6.0715 0.7144 -2.7583 0.016 -0.039 -0.003
C 5.0332 1.4259 -2.1888 0.004 0.011 0.098
C 3.9889 0.6995 -1.6253 -0.016 0.161 -0.045
C 2.7068 1.1112 -1.0713 0.132 -0.080 0.430
N 2.3466 2.3694 -0.9089 -0.156 0.078 -0.191
C 1.1042 2.7495 -0.6782 -0.008 0.132 0.057
N -0.0115 1.9740 -0.6514 0.031 -0.270 0.077
C -1.1189 2.7475 -0.5503 -0.041 0.118 0.031
N -2.3833 2.3632 -0.5689 0.114 0.083 -0.046
C -2.7676 1.1078 -0.6558 -0.124 -0.079 0.093
N -1.9920 -0.0076 -0.6453 0.217 0.004 -0.196
C -2.7681 -1.1185 -0.7083 -0.139 0.079 0.110
N -2.3853 -2.3783 -0.6641 0.114 -0.083 -0.031
C -1.1211 -2.7612 -0.6429 -0.055 -0.124 0.016
N -0.0140 -1.9853 -0.7214 0.053 0.255 0.139
C -0.6985 -4.1595 -0.5797 -0.169 0.053 -0.054
C -1.4190 -5.3451 -0.5367 0.021 -0.005 0.051
C -4.1671 -0.6988 -0.7690 0.055 -0.165 0.061
C -5.3525 -1.4197 -0.8248 0.007 0.005 -0.014
C -6.5352 -0.7015 -0.8559 0.003 0.045 -0.003
C -6.5345 0.7005 -0.8255 0.000 -0.047 -0.005
C -5.3513 1.4155 -0.7609 0.005 -0.002 -0.002
C -4.1668 0.6917 -0.7351 0.053 0.159 0.053
C -0.6976 4.1443 -0.4738 -0.173 -0.055 -0.065
C -1.4191 5.3291 -0.4152 0.019 0.007 0.061
C -0.7031 6.5136 -0.4267 0.035 -0.009 0.004
C 0.6974 6.5145 -0.4952 -0.033 -0.002 0.013
C 1.4134 5.3315 -0.5560 -0.007 0.013 0.058
C 0.6922 4.1450 -0.5449 0.165 -0.024 -0.103
N 1.9958 -0.0039 -0.7348 -0.372 -0.011 -0.843
H -1.2266 -7.4741 -0.5184 0.008 -0.002 0.008
H 1.2299 -7.4703 -0.6087 -0.009 -0.003 0.013
H 2.4966 -5.3316 -0.6732 -0.008 0.008 -0.041
H 5.0192 -2.4912 -2.2228 -0.014 0.004 -0.020
H 6.8942 -1.2129 -3.2388 0.013 0.003 0.016
H 6.8941 1.2452 -3.2198 0.012 -0.004 0.014
H 5.0188 2.5076 -2.1860 -0.015 -0.003 -0.020
H -2.5000 -5.3350 -0.4963 0.005 0.001 -0.028
H -5.3420 -2.5014 -0.8415 0.000 0.004 -0.008
H -7.4799 -1.2275 -0.9029 -0.001 0.004 0.002
H -7.4786 1.2290 -0.8515 -0.001 -0.005 0.007
H -5.3398 2.4968 -0.7283 0.001 -0.004 -0.009
H -2.4995 5.3170 -0.3627 0.004 -0.002 -0.025
H -1.2305 7.4579 -0.3883 0.008 0.002 0.011
H 1.2251 7.4595 -0.5070 -0.009 0.003 0.009
H 2.4940 5.3239 -0.6074 -0.008 -0.007 -0.039
C 2.3764 0.5738 4.9344 -0.025 -0.005 0.002
C 1.2063 0.2619 4.0635 0.002 -0.009 0.028
C -0.0902 -0.0963 4.3576 -0.011 0.001 -0.082
C -0.7284 -0.2599 3.1048 -0.054 -0.003 0.131
N 0.1158 -0.0203 2.1186 -0.057 -0.039 0.101
N 1.2774 0.2927 2.7164 0.034 0.021 -0.031
C -2.1496 -0.6417 2.8289 0.027 0.005 0.027
H 2.0923 0.4811 5.9804 0.005 0.002 -0.003
H 2.7348 1.5915 4.7709 -0.006 -0.001 -0.002
H 3.2058 -0.1103 4.7480 -0.005 -0.002 -0.002
H -0.5210 -0.2243 5.3370 0.017 0.007 -0.010
H 2.0728 0.5085 2.1396 0.024 -0.001 0.004
H -2.6716 -0.8473 3.7626 -0.013 -0.005 -0.016
H -2.2057 -1.5341 2.2032 0.025 0.005 0.001
H -2.6812 0.1600 2.3126 0.019 0.009 0.005
```
Positions in Å, forces in eV/Å.

***

No. 2
# C37H27Cl2IN5O3Pt

A molecular structure, C37H27Cl2IN5O3Pt (wB97M-V/def2-TZVPD, OMol25).

Summary:
ΔE to the lowest compared entry with this formula, charge and spin in kJ/mol: 288.7
Net charge: +3
Orbital gap in eV: 4.4
Total energy in Eh: -3262.08033

XYZ file:
```
76
Properties=species:S:1:pos:R:3:forces:R:3
Pt 0.9118 -0.3113 0.2387 0.989 -4.747 0.130
C 1.7423 3.9877 -1.9642 0.077 -0.144 0.116
O 2.7668 3.6790 -0.9660 -0.094 -0.082 -0.146
C 2.4303 2.5104 -0.4463 0.106 0.028 0.068
N 1.4097 1.8917 -0.8911 -0.337 0.846 -0.260
C 0.8530 2.7133 -1.9995 0.271 0.058 0.394
C -0.6306 3.0128 -1.9021 0.107 -0.126 -0.011
C -1.3544 2.8813 -0.7219 -0.202 0.015 0.025
C -2.7107 3.2347 -0.6804 0.274 -0.157 0.131
C -3.3423 3.7140 -1.8126 -0.098 0.035 -0.110
C -2.6254 3.8376 -2.9990 0.130 -0.042 -0.100
C -1.2783 3.4850 -3.0418 -0.182 -0.014 -0.129
C 3.2229 1.9744 0.6884 -0.087 0.038 -0.059
C 4.3632 2.5605 1.2123 0.087 0.071 -0.011
C 4.9170 2.0034 2.3611 -0.030 0.027 -0.017
C 4.2695 0.9450 2.9865 0.132 0.027 0.187
C 3.1295 0.4507 2.3820 -0.157 -0.284 0.099
N 2.6618 0.9055 1.2381 0.034 1.337 -0.517
C 2.1995 -0.5490 2.9229 0.179 -0.084 0.316
N 1.2025 -0.9731 2.2279 -0.104 1.240 0.014
C 0.4633 -1.9729 3.0484 0.055 0.064 -0.179
C 1.1437 -1.8118 4.4217 0.235 0.193 -0.055
O 2.3439 -0.9906 4.1443 -0.298 -0.361 -0.053
C -1.0311 -1.8026 3.1101 0.128 0.106 -0.187
C -1.8096 -2.9112 3.4140 -0.136 -0.218 -0.013
C -3.1836 -2.7816 3.5660 0.076 -0.166 0.009
C -3.7837 -1.5415 3.4104 -0.150 -0.043 0.005
C -3.0105 -0.4361 3.1034 0.212 0.209 -0.075
C -1.6339 -0.5653 2.9475 -0.142 0.203 0.207
H 2.2476 4.1956 -2.9002 0.055 0.019 -0.061
H 1.2039 4.8697 -1.6335 -0.022 0.075 0.103
H 1.0283 2.1729 -2.9325 0.006 -0.002 -0.081
H -0.8620 2.5321 0.1777 0.025 0.010 0.023
H -3.2596 3.1535 0.2514 0.061 0.016 -0.029
H -4.3838 4.0104 -1.7726 0.051 -0.001 -0.007
H -3.1096 4.2309 -3.8864 0.047 -0.015 0.058
H -0.7211 3.6016 -3.9694 -0.064 0.013 0.070
H 4.7885 3.4368 0.7409 0.034 -0.033 0.033
H 5.8188 2.4203 2.7894 -0.021 0.002 -0.003
H 4.6201 0.5273 3.9219 0.003 0.051 -0.033
H 0.6932 -2.9538 2.6327 -0.035 -0.121 0.012
H 1.4666 -2.7468 4.8628 0.105 -0.036 0.020
H 0.5317 -1.2600 5.1273 -0.024 0.116 0.048
H -1.3414 -3.8832 3.5459 -0.050 0.053 -0.008
H -3.7837 -3.6473 3.8167 0.035 0.024 -0.008
H -4.8538 -1.4384 3.5416 0.036 -0.005 0.024
H -3.4747 0.5397 3.0063 0.044 -0.055 0.006
H -1.0308 0.3106 2.7318 -0.017 -0.007 -0.002
Cl -4.3735 -0.0074 -0.3443 -0.038 -0.048 0.302
C -3.2228 0.0286 -1.5308 0.255 -0.006 0.005
C -3.5520 0.2368 -2.8298 0.127 0.077 -0.565
C -2.5570 0.2160 -3.8323 0.143 0.017 0.456
Cl -3.0339 0.4916 -5.3883 -0.104 0.043 -0.325
C -1.1409 -0.0556 -3.5597 -0.362 -0.074 -0.253
C -0.1571 -0.1428 -4.5447 -0.125 0.036 -0.242
C 1.1473 -0.4127 -4.1690 -0.004 -0.085 -0.050
C 1.4404 -0.5644 -2.8249 -0.140 -0.133 0.142
N 0.4926 -0.4712 -1.8767 0.174 1.143 0.452
C -0.7663 -0.2369 -2.2381 -0.023 0.031 0.035
C -1.7834 -0.1921 -1.1373 -0.296 0.444 -1.680
O -1.4468 -0.3507 -0.0166 -0.765 -0.099 1.797
H -4.5858 0.4128 -3.1000 0.059 0.020 -0.114
H -0.4143 -0.0076 -5.5891 0.064 -0.010 0.050
H 1.9365 -0.4998 -4.9051 -0.051 0.004 0.026
H 2.4485 -0.7704 -2.4880 -0.041 0.082 0.066
I -1.8101 -5.5010 -0.9776 -0.172 -0.104 -0.050
C -0.1008 -4.5295 -0.3534 -0.014 -0.069 -0.030
C 1.0231 -5.2188 0.0745 0.158 -0.029 0.054
C 2.1380 -4.4950 0.4759 -0.029 -0.174 -0.022
C 2.0970 -3.1181 0.4486 0.052 0.181 -0.191
N 1.0054 -2.4557 0.0333 -0.497 0.464 0.017
C -0.0739 -3.1489 -0.3594 0.348 0.061 0.154
H 1.0341 -6.3003 0.0919 0.007 -0.014 0.008
H 3.0353 -4.9984 0.8102 -0.012 0.018 -0.019
H 2.9480 -2.5244 0.7512 -0.030 0.033 0.000
H -0.9422 -2.5958 -0.6712 -0.030 0.060 0.033
```
Positions in Å, forces in eV/Å.